Computed, not measured: a structure of composition C23H47BrGaN2O3Se2Si at a distorted geometry, with the ωB97M-V functional and the def2-TZVPD basis.

Calculated values
HOMO energy in eV: -16.532
Net charge: +3
Kohn-Sham gap in eV: 7.30
LUMO energy in eV: -9.228

Geometry (Å):
1 Ga -2.8563 1.8442 1.3233
2 C -6.0623 1.7615 0.9452
3 Se -5.0929 3.2635 1.9063
4 C -5.4507 2.6010 3.7873
5 C -4.9104 1.2378 4.0795
6 Se -2.9905 1.0151 3.6624
7 C -3.1174 -0.9670 3.5008
8 H -7.1179 1.7629 1.3443
9 H -5.5642 0.7739 1.0763
10 H -6.0712 2.1251 -0.0862
11 H -6.5252 2.7002 3.8512
12 H -4.9890 3.4301 4.3547
13 H -5.3836 0.4144 3.5587
14 H -4.8857 1.0703 5.1843
15 H -3.4564 -1.2709 2.5045
16 H -3.8194 -1.3075 4.3052
17 H -2.1081 -1.3134 3.7051
18 C 1.8728 -2.5323 2.5006
19 C 3.1747 -1.7970 2.0916
20 C 4.3991 -2.6866 2.2452
21 C 3.2887 -0.5790 3.0374
22 Si 3.0474 -1.2328 0.2194
23 Br -0.9308 0.2844 1.2851
24 C 3.5922 0.5440 -0.2978
25 C 5.1536 0.5535 -0.1416
26 C 3.2047 0.8692 -1.7442
27 C 2.9944 1.6256 0.6146
28 C 2.6566 -2.6125 -1.1436
29 C 2.0203 -3.8510 -0.5032
30 C 1.7064 -2.0488 -2.1772
31 C 4.0267 -3.0092 -1.7464
32 H 1.8767 -2.5216 3.6185
33 H 1.8159 -3.5594 2.1610
34 H 0.9684 -2.0063 2.1927
35 H 4.4287 -3.1089 3.2866
36 H 5.3206 -2.1009 2.0262
37 H 4.4173 -3.5423 1.5714
38 H 3.4520 -0.9288 4.0690
39 H 2.3446 -0.0212 3.0734
40 H 4.0964 0.1375 2.7679
41 H 5.6530 -0.0964 -0.8426
42 H 5.4747 0.2621 0.8666
43 H 5.5260 1.6032 -0.2635
44 H 3.5923 0.1313 -2.4356
45 H 3.6377 1.8321 -2.0444
46 H 2.1340 0.8327 -1.9165
47 H 3.6768 1.8338 1.4610
48 H 2.0142 1.4113 1.0543
49 H 2.8908 2.5848 0.0536
50 H 1.0392 -3.6725 -0.0736
51 H 2.6295 -4.3359 0.2671
52 H 1.8941 -4.6327 -1.2922
53 H 0.9046 -1.4282 -1.7351
54 H 1.2528 -2.9216 -2.7285
55 H 2.1668 -1.4001 -2.9393
56 H 4.6301 -3.5613 -1.0094
57 H 4.5915 -2.1727 -2.1869
58 H 3.8035 -3.7144 -2.5252
59 O -1.4173 3.4729 1.6399
60 H -0.4629 3.2937 1.6722
61 H -1.5938 4.3195 2.1246
62 O -2.0679 -2.1628 -4.9002
63 C -1.7784 -0.9908 -5.6320
64 N -2.1724 0.1563 -4.8214
65 C -1.5251 0.4813 -3.6427
66 O -0.4765 -0.0656 -3.3365
67 C -2.1345 1.5789 -2.7884
68 C -2.3670 2.8776 -3.2769
69 C -2.8368 3.8439 -2.3876
70 C -3.0293 3.5498 -1.0663
71 N -2.8252 2.2607 -0.5874
72 C -2.4350 1.2975 -1.4707
73 H -1.7089 -2.9429 -5.3618
74 H -2.3795 -0.9192 -6.5493
75 H -0.7140 -0.8997 -5.8570
76 H -2.9890 0.6887 -5.0288
77 H -2.1926 3.1295 -4.3121
78 H -3.0887 4.8667 -2.7558
79 H -3.3911 4.2947 -0.3706
80 H -2.4520 0.2968 -1.0107

=====

Computed, not measured: a cluster of 7 separate species, C23H48B3ClO22 in total, with the ωB97M-V functional and the def2-TZVPD basis.

Calculated values
HOMO energy in eV: -10.808
Net charge: 0
SMILES: CCCCCB1OB(O)OB(Cl)O1.COC(=O)OC.COC(=O)OC.COC(=O)OC.COC(=O)OC.COC(=O)OC.COC(=O)OC
Kohn-Sham gap in eV: 11.13
LUMO energy in eV: 0.324

Geometry (Å):
1 C 6.1309 0.3087 -5.5633
2 C 6.7179 1.6923 -5.2960
3 C 5.7916 2.5460 -4.4312
4 C 4.6486 3.2047 -5.2170
5 C 3.4387 3.4996 -4.2960
6 B 2.3432 2.3989 -4.4314
7 O 1.8105 1.7221 -3.3341
8 B 1.9704 0.3522 -3.4307
9 O 2.4729 -0.3987 -2.3986
10 O 1.6471 -0.2300 -4.6538
11 B 1.3759 0.6453 -5.6837
12 Cl 0.3175 0.1592 -6.9889
13 O 1.9279 1.9022 -5.6691
14 H 6.1643 -0.2976 -4.6542
15 H 5.0865 0.3716 -5.8840
16 H 6.6807 -0.2318 -6.3347
17 H 6.9232 2.2059 -6.2397
18 H 7.6771 1.5716 -4.7861
19 H 6.3526 3.3445 -3.9392
20 H 5.3775 1.9198 -3.6309
21 H 4.3497 2.5839 -6.0653
22 H 5.0153 4.1491 -5.6220
23 H 3.0519 4.5101 -4.4471
24 H 3.7843 3.4585 -3.2591
25 H 3.2841 -0.8395 -2.6655
26 C -1.2125 -3.8271 2.1540
27 O -1.1575 -2.4603 1.7148
28 C -0.8782 -2.3055 0.4215
29 O -0.6706 -3.1944 -0.3628
30 O -0.8629 -1.0012 0.1444
31 C -0.5593 -0.7077 -1.2301
32 H -1.4451 -3.7773 3.2129
33 H -1.9937 -4.3665 1.6220
34 H -0.2523 -4.3131 1.9951
35 H -1.3198 -1.1274 -1.8860
36 H 0.4177 -1.1034 -1.4887
37 H -0.5619 0.3769 -1.3011
38 C 5.0269 7.4222 -0.8190
39 O 6.1634 8.0437 -1.4318
40 C 6.6488 7.3870 -2.4802
41 O 6.2595 6.3212 -2.8868
42 O 7.6435 8.1011 -3.0036
43 C 8.2658 7.4984 -4.1439
44 H 4.7564 8.0599 0.0162
45 H 4.2032 7.3661 -1.5284
46 H 5.2720 6.4224 -0.4677
47 H 7.5417 7.3615 -4.9449
48 H 8.6967 6.5349 -3.8782
49 H 9.0430 8.1920 -4.4482
50 C -4.1584 -5.2481 -1.2205
51 O -4.9580 -6.4021 -0.9388
52 C -5.2461 -6.5561 0.3528
53 O -4.8785 -5.8328 1.2446
54 O -6.0002 -7.6420 0.4908
55 C -6.3846 -7.9305 1.8418
56 H -3.9891 -5.2599 -2.2923
57 H -4.6822 -4.3397 -0.9282
58 H -3.2088 -5.3035 -0.6914
59 H -6.9661 -7.1098 2.2565
60 H -5.5044 -8.0991 2.4592
61 H -6.9918 -8.8283 1.7924
62 C -2.8765 4.3945 4.8561
63 O -2.8391 2.9676 4.7673
64 C -2.3081 2.4978 3.6352
65 O -1.8875 3.1796 2.7341
66 O -2.3434 1.1760 3.6766
67 C -1.8196 0.5022 2.5181
68 H -3.3292 4.6123 5.8181
69 H -1.8708 4.8086 4.8082
70 H -3.4749 4.8129 4.0488
71 H -0.7654 0.7333 2.3839
72 H -2.3746 0.7948 1.6296
73 H -1.9556 -0.5516 2.7131
74 C -10.4814 -8.5458 5.6184
75 O -10.7534 -9.9126 5.2852
76 C -10.0406 -10.3808 4.2641
77 O -9.2222 -9.7604 3.6338
78 O -10.3842 -11.6492 4.0560
79 C -9.6880 -12.2806 2.9747
80 H -11.1323 -8.3192 6.4565
81 H -9.4378 -8.4234 5.9014
82 H -10.7054 -7.8966 4.7743
83 H -8.6166 -12.2892 3.1653
84 H -9.8847 -11.7599 2.0396
85 H -10.0756 -13.2933 2.9354
86 C 4.9465 7.4377 3.9677
87 O 3.9612 6.8375 3.1193
88 C 3.1765 5.9487 3.7315
89 O 3.2424 5.6390 4.8927
90 O 2.3065 5.4832 2.8419
91 C 1.3472 4.5580 3.3702
92 H 5.4946 8.1264 3.3321
93 H 4.4696 7.9734 4.7862
94 H 5.6149 6.6803 4.3725
95 H 0.7529 5.0391 4.1450
96 H 1.8434 3.6834 3.7865
97 H 0.7144 4.2759 2.5354

=====

Computed, not measured: a structure of composition C23H48NO11S5 at a distorted geometry, with the ωB97M-V functional and the def2-TZVPD basis.

Calculated values
HOMO energy in eV: -12.470
Net charge: +1
Kohn-Sham gap in eV: 9.84
LUMO energy in eV: -2.628
Relative energy (zero: lowest compared OMol25 entry of this formula, charge and spin) in kcal/mol: 205.8

Geometry (Å):
1 C -4.8148 -0.8340 2.2369
2 C -3.8338 0.2840 2.0209
3 O -4.1518 1.4330 2.3519
4 N -2.5448 0.0280 1.3419
5 H -1.7818 0.3790 1.6839
6 H -2.3628 -0.8910 1.2009
7 C -2.4048 0.7670 0.0729
8 H -5.8658 -0.8850 1.5599
9 H -5.2278 -0.8410 3.1819
10 H -4.1088 -1.7650 2.1519
11 H -3.4898 0.7370 -0.4721
12 H -1.5838 0.4160 -0.5081
13 H -2.1198 1.9510 -0.1071
14 C -0.5728 4.7870 0.3709
15 C -1.5198 4.6690 1.5009
16 C -0.8518 4.2590 2.6749
17 S 0.3182 3.1210 2.1929
18 O -0.3318 1.8580 2.2649
19 O 1.4992 3.3340 2.8689
20 C 0.4252 3.6020 0.4759
21 H 0.0652 5.6840 0.1959
22 H -1.0638 4.6210 -0.6361
23 H -2.3888 3.9190 1.0569
24 H -1.7988 5.5310 1.6739
25 H -1.5788 3.6780 3.2569
26 H -0.2818 5.1990 3.0459
27 H 0.2252 2.7710 -0.0881
28 H 1.5452 3.8400 0.2769
29 C 1.1532 -3.2970 4.6819
30 C -0.0028 -4.1030 4.3509
31 C -0.3538 -4.2990 2.9539
32 S 0.3182 -2.7490 2.2349
33 O -0.7248 -1.9030 1.8289
34 O 1.3372 -3.1710 1.3219
35 C 1.1052 -2.1350 3.7149
36 H 2.0522 -3.9180 4.6159
37 H 1.2252 -3.0650 5.7409
38 H -0.8438 -3.5680 4.7989
39 H 0.1722 -5.1550 4.6999
40 H -1.3008 -4.1860 2.8129
41 H 0.2982 -5.0490 2.6509
42 H 0.4792 -1.4100 4.1949
43 H 2.2242 -1.6990 3.5499
44 C 1.7692 2.4150 -4.6401
45 C 1.6602 3.8500 -4.4631
46 C 0.6812 4.2050 -3.5071
47 S -0.6308 3.0210 -3.6821
48 O -1.6438 3.4700 -4.5931
49 O -0.9858 2.7490 -2.3551
50 C 0.2602 1.7890 -4.5991
51 H 2.1452 1.9620 -3.7011
52 H 2.3882 2.0850 -5.5651
53 H 1.3842 4.4360 -5.4861
54 H 2.6572 4.2660 -4.1371
55 H 0.1082 5.0760 -3.6871
56 H 0.8012 4.1960 -2.4031
57 H 0.0102 1.7680 -5.5691
58 H -0.0788 0.7830 -4.2021
59 C -0.2048 -3.7830 -1.9821
60 C -0.8508 -5.0690 -1.4631
61 C -1.7798 -4.7220 -0.5161
62 S -2.4958 -3.2960 -1.1661
63 O -3.1938 -2.5320 -0.1321
64 O -3.2038 -3.5940 -2.3251
65 C -0.9268 -2.5100 -1.5121
66 H -0.1468 -3.8310 -3.0971
67 H 0.8742 -3.6300 -1.5511
68 H -0.1278 -5.7470 -1.3231
69 H -1.3968 -5.5780 -2.2121
70 H -1.3768 -4.5360 0.5099
71 H -2.6128 -5.5650 -0.4741
72 H -0.7138 -1.9670 -0.5421
73 H -0.9048 -1.7830 -2.3981
74 C 4.4142 0.7220 -1.0101
75 C 3.9472 -0.5910 -1.6511
76 C 3.3542 -1.3090 -0.5591
77 S 2.3882 -0.0520 0.2239
78 O 2.5362 -0.1380 1.6759
79 O 1.0632 0.0240 -0.3961
80 C 3.3102 1.3420 -0.2531
81 H 4.6172 1.3330 -1.8511
82 H 5.2282 0.4880 -0.3331
83 H 4.9402 -1.1970 -1.9301
84 H 3.1302 -0.5350 -2.5531
85 H 3.9062 -1.5620 0.2409
86 H 2.7512 -2.0890 -0.6921
87 H 3.6512 1.7180 0.6939
88 H 2.7572 1.9760 -0.8291

=====

Computed, not measured: a cluster of 6 separate species, C23H48NO11S5 in total at a distorted geometry, with the ωB97M-V functional and the def2-TZVPD basis.

Calculated values
HOMO energy in eV: -12.202
Net charge: +1
Kohn-Sham gap in eV: 10.57
LUMO energy in eV: -1.628
Relative energy (zero: lowest compared OMol25 entry of this formula, charge and spin) in kcal/mol: 205.3

Geometry (Å):
1 C 0.0906 -1.2944 -0.2237
2 C -0.3335 0.2519 -0.2799
3 O -1.4057 0.6334 -0.6428
4 N 0.6535 1.3465 0.1231
5 H 0.2543 2.2428 0.1644
6 H 0.9366 1.1913 1.1587
7 C 1.8550 1.4501 -0.7217
8 H -0.5893 -1.9140 -0.6719
9 H 0.0400 -1.5437 0.8392
10 H 1.1471 -1.6289 -0.4651
11 H 2.4296 0.5430 -0.9071
12 H 2.4905 2.1978 -0.2772
13 H 1.5786 1.9599 -1.5718
14 C -0.1304 -0.2941 -6.3198
15 C -1.5290 -0.1996 -5.7403
16 C -1.7444 -0.4258 -4.4652
17 S -0.1889 -1.0391 -3.8541
18 O -0.2995 -2.3023 -3.0524
19 O 0.5090 0.1469 -3.4280
20 C 0.5481 -1.3833 -5.4334
21 H 0.3991 0.7070 -5.9327
22 H -0.4311 -0.3334 -7.2942
23 H -2.2501 -0.8733 -6.4581
24 H -2.0570 0.7919 -5.8764
25 H -2.4161 -1.2341 -4.3838
26 H -2.0605 0.2998 -3.8620
27 H 0.0583 -2.3171 -5.6336
28 H 1.6733 -1.5471 -5.3855
29 C -3.6713 3.0423 4.1878
30 C -4.6525 2.2830 3.2605
31 C -4.0333 2.1912 1.9810
32 S -2.3018 1.9113 2.3681
33 O -1.4627 2.8759 1.7713
34 O -2.0266 0.5224 2.2333
35 C -2.2962 2.2620 4.0503
36 H -4.0827 3.0884 5.1992
37 H -3.7242 4.0616 3.8132
38 H -5.5954 2.7793 3.1230
39 H -5.0231 1.2970 3.7348
40 H -4.1028 3.0221 1.4342
41 H -4.4842 1.3713 1.2797
42 H -1.3886 2.8916 4.2744
43 H -2.2218 1.4223 4.6155
44 C 2.4796 -5.9493 -1.0124
45 C 2.9358 -6.7542 0.1987
46 C 2.3721 -6.1541 1.3335
47 S 2.5228 -4.4344 0.9538
48 O 3.9154 -4.0761 1.2667
49 O 1.4575 -3.7148 1.5562
50 C 2.2948 -4.5496 -0.7575
51 H 1.4939 -6.2515 -0.9922
52 H 2.9483 -6.0400 -1.8618
53 H 3.9976 -6.7891 0.1013
54 H 2.7929 -7.8000 0.2943
55 H 2.9450 -6.1418 2.2189
56 H 1.4201 -6.2319 1.6573
57 H 3.3382 -3.8627 -1.1935
58 H 1.3768 -4.0796 -1.1250
59 C 0.2811 4.5900 -4.0323
60 C -1.1893 4.3370 -3.8015
61 C -1.5169 3.8591 -2.5599
62 S -0.4122 4.8151 -1.5247
63 O 0.1728 3.9314 -0.5749
64 O -1.0853 6.0538 -1.1139
65 C 0.8029 5.2709 -2.6090
66 H 0.5712 5.2286 -4.9145
67 H 0.9349 3.6854 -3.9776
68 H -1.5835 3.7221 -4.5632
69 H -1.7869 5.3914 -4.0221
70 H -1.3603 2.6986 -2.4901
71 H -2.5415 4.0502 -2.2092
72 H 1.6596 4.7764 -2.3382
73 H 1.0622 6.3428 -2.8556
74 C 1.4776 -2.1126 5.7496
75 C 0.3950 -1.0033 5.8207
76 C 0.8963 0.1674 5.2616
77 S 1.7782 -0.3674 3.7948
78 O 3.0667 0.1384 3.8390
79 O 0.9177 -0.3053 2.6491
80 C 1.9360 -2.0581 4.2947
81 H 1.2175 -3.0995 5.9346
82 H 2.1188 -1.8674 6.4341
83 H 0.1766 -0.8389 6.7650
84 H -0.4715 -1.4383 5.2831
85 H 1.6626 0.6859 5.7707
86 H 0.4295 0.7926 4.7658
87 H 2.8670 -2.4166 4.0469
88 H 1.0715 -2.6540 3.8082

=====

Computed, not measured: a structure of composition C23H49BBrINiO2SSi4Te, with the ωB97M-V functional and the def2-TZVPD basis.

Calculated values
HOMO energy (alpha / beta) in eV: -6.717 / -6.668
Net charge: 0
Kohn-Sham gap (alpha / beta) in eV: 6.32 / 6.45
LUMO energy (alpha / beta) in eV: -0.399 / -0.223
Relative energy (zero: lowest compared OMol25 entry of this formula, charge and spin) in kcal/mol: 9.6

Geometry (Å):
1 Ni 1.0226 0.5044 -0.0607
2 Br -0.3012 -0.6956 5.5590
3 C 1.4463 -0.1112 5.1183
4 C 2.2641 0.3098 6.1601
5 C 3.5531 0.7439 5.8911
6 C 4.0227 0.7594 4.5853
7 C 3.1990 0.3411 3.5515
8 C 1.9038 -0.1007 3.8079
9 I 0.7473 -0.7202 2.1279
10 H 1.8866 0.2984 7.1737
11 H 4.1871 1.0719 6.7052
12 H 5.0294 1.0952 4.3709
13 H 3.5568 0.3616 2.5280
14 C 1.8623 3.2366 -1.8098
15 S 0.9565 2.8222 -0.3056
16 C 2.0553 3.5606 0.9207
17 H 1.9835 4.3176 -1.8658
18 H 1.2564 2.8971 -2.6477
19 H 2.8249 2.7324 -1.8173
20 H 3.0160 3.0497 0.9146
21 H 1.5797 3.4420 1.8924
22 H 2.1868 4.6212 0.7101
23 C 5.7921 0.0346 0.2078
24 C 4.9907 0.1678 -1.0765
25 C 5.7360 1.0389 -2.0656
26 O 3.7480 0.8478 -0.7243
27 B 2.7383 -0.0931 -0.7182
28 O 3.1435 -1.3216 -1.1318
29 C 4.4909 -1.2067 -1.6559
30 C 5.2805 -2.4104 -1.1850
31 C 4.3738 -1.2202 -3.1715
32 H 5.9535 1.0302 0.6242
33 H 6.7641 -0.4277 0.0300
34 H 5.2539 -0.5603 0.9473
35 H 6.0091 1.9785 -1.5827
36 H 5.1257 1.2665 -2.9371
37 H 6.6549 0.5511 -2.3990
38 H 5.2373 -2.5212 -0.1030
39 H 6.3265 -2.3301 -1.4907
40 H 4.8619 -3.3110 -1.6344
41 H 3.7467 -0.4000 -3.5242
42 H 3.9033 -2.1552 -3.4755
43 H 5.3515 -1.1503 -3.6515
44 C -2.7403 2.6702 0.7252
45 Si -3.4633 1.6505 -0.6556
46 C -2.9827 2.3840 -2.3000
47 C -5.3258 1.7481 -0.4566
48 Si -2.9124 -0.5971 -0.5924
49 Te -0.5050 -1.2451 -0.9601
50 Si -3.6600 -1.5376 1.4050
51 C -2.7961 -3.1495 1.7478
52 C -5.4999 -1.8599 1.2693
53 C -3.3806 -0.3578 2.8262
54 Si -3.8401 -1.7320 -2.4122
55 C -3.5476 -3.5585 -2.1630
56 C -5.6845 -1.4345 -2.5562
57 C -3.0331 -1.1810 -4.0001
58 H -3.0621 3.7099 0.6052
59 H -1.6491 2.6521 0.7339
60 H -3.0920 2.3119 1.6951
61 H -3.1549 3.4649 -2.3118
62 H -3.5707 1.9341 -3.1052
63 H -1.9262 2.1975 -2.5194
64 H -5.6747 2.7718 -0.6315
65 H -5.6163 1.4643 0.5604
66 H -5.8528 1.0864 -1.1486
67 H -3.0061 -3.8798 0.9607
68 H -3.1302 -3.5637 2.7051
69 H -1.7122 -3.0147 1.7884
70 H -5.7097 -2.6304 0.5207
71 H -6.0432 -0.9554 0.9798
72 H -5.9009 -2.2041 2.2288
73 H -2.3585 0.0327 2.8314
74 H -3.5505 -0.8658 3.7816
75 H -4.0695 0.4896 2.7668
76 H -4.1551 -3.9446 -1.3379
77 H -2.4973 -3.7578 -1.9313
78 H -3.8108 -4.1120 -3.0706
79 H -6.2012 -1.6253 -1.6114
80 H -6.1145 -2.0956 -3.3168
81 H -5.8956 -0.4031 -2.8536
82 H -1.9445 -1.2414 -3.9205
83 H -3.2958 -0.1468 -4.2395
84 H -3.3557 -1.8194 -4.8295

=====

Number 4 is which compound? C23H48NO11S5